(1)
# C56H54AsHfN4O2S3Se

C56H54AsHfN4O2S3Se as an isolated structure at a distorted geometry (wB97M-V/def2-TZVPD, OMol25).

Geometry (Å):
Hf: 0.002 -0.606 0.615
C: 2.870 0.303 2.470
N: 1.701 -0.551 2.272
C: 1.580 -1.578 3.042
C: 0.452 -2.439 2.960
C: 0.187 -3.633 3.620
C: -1.025 -4.104 3.098
C: -1.429 -3.179 2.148
N: -0.554 -2.153 2.057
C: 2.412 1.679 2.887
C: 1.950 1.885 4.187
C: 1.388 3.099 4.551
C: 1.286 4.121 3.615
C: 1.765 3.930 2.328
C: 2.328 2.714 1.966
H: 3.438 0.365 1.538
H: 3.519 -0.135 3.235
H: 2.349 -1.811 3.781
H: 0.801 -4.094 4.369
H: -1.549 -4.999 3.373
H: -2.294 -3.209 1.506
H: 2.024 1.087 4.914
H: 1.034 3.249 5.560
H: 0.848 5.069 3.897
H: 1.692 4.723 1.598
H: 2.668 2.555 0.953
S: 2.398 0.305 -0.879
C: 1.378 0.647 -2.160
N: 1.560 0.162 -3.370
C: 0.566 0.413 -4.393
C: 0.236 1.884 -4.377
N: -0.221 2.254 -3.046
C: -1.206 3.334 -2.940
C: -0.548 4.665 -2.679
C: 0.223 5.274 -3.664
C: 0.840 6.490 -3.424
C: 0.682 7.116 -2.197
C: -0.096 6.523 -1.216
C: -0.706 5.300 -1.455
C: 0.275 1.673 -1.972
S: -0.170 2.092 -0.423
C: 2.586 -0.845 -3.612
C: 3.950 -0.244 -3.835
C: 5.040 -0.712 -3.116
C: 6.303 -0.186 -3.338
C: 6.482 0.819 -4.273
C: 5.395 1.297 -4.989
C: 4.136 0.765 -4.772
H: -0.320 -0.200 -4.174
H: 0.981 0.130 -5.359
H: -0.568 2.101 -5.080
H: 1.109 2.489 -4.648
H: -1.900 3.071 -2.139
H: -1.753 3.348 -3.883
H: 0.330 4.807 -4.634
H: 1.433 6.957 -4.198
H: 1.156 8.068 -2.011
H: -0.231 7.014 -0.263
H: -1.307 4.828 -0.690
H: 2.265 -1.416 -4.486
H: 2.603 -1.509 -2.746
H: 4.894 -1.478 -2.367
H: 7.146 -0.557 -2.774
H: 7.465 1.231 -4.443
H: 5.531 2.080 -5.720
H: 3.296 1.140 -5.341
O: -0.539 1.123 2.313
H: 0.101 1.285 3.035
H: -0.797 2.000 1.988
Se: -1.141 -1.177 -1.507
C: 4.288 -7.431 2.820
C: 3.429 -6.493 2.033
C: 3.917 -5.248 1.641
C: 3.126 -4.360 0.939
C: 1.826 -4.726 0.626
C: 1.310 -5.949 1.015
C: 2.121 -6.832 1.707
S: 0.753 -3.625 -0.257
C: 1.286 -3.963 -1.929
O: 1.367 -2.250 0.049
H: 5.336 -7.322 2.554
H: 3.995 -8.464 2.655
H: 4.194 -7.227 3.887
H: 4.934 -4.975 1.889
H: 3.497 -3.389 0.647
H: 0.283 -6.203 0.796
H: 1.728 -7.792 2.008
H: 2.361 -3.831 -1.997
H: 0.740 -3.278 -2.571
H: 1.014 -4.990 -2.148
C: -5.482 -0.240 5.266
C: -4.424 -1.110 5.057
C: -3.701 -1.053 3.875
C: -4.040 -0.132 2.889
C: -5.101 0.743 3.106
C: -5.817 0.687 4.292
As: -3.026 -0.141 1.222
C: -3.555 1.552 0.446
C: -3.236 2.829 0.878
C: -3.665 3.930 0.151
C: -4.393 3.747 -1.018
C: -4.731 2.473 -1.444
C: -4.332 1.365 -0.703
C: -4.725 -0.027 -0.965
C: -5.549 -0.450 -1.999
C: -5.906 -1.784 -2.090
C: -5.459 -2.699 -1.148
C: -4.626 -2.288 -0.118
C: -4.252 -0.959 -0.033
H: -6.044 -0.281 6.188
H: -4.157 -1.831 5.816
H: -2.862 -1.724 3.734
H: -5.380 1.466 2.349
H: -6.642 1.366 4.451
H: -2.685 2.983 1.803
H: -3.442 4.929 0.498
H: -4.722 4.606 -1.587
H: -5.326 2.348 -2.336
H: -5.922 0.253 -2.729
H: -6.550 -2.111 -2.893
H: -5.762 -3.733 -1.216
H: -4.289 -3.011 0.613

Values from the calculation:
Net charge   +1
HOMO-LUMO gap   6.24 eV
Largest force on an atom   1.4 eV/A
LUMO   -2.96 eV
ΔE to the lowest compared entry with this formula, charge and spin   0.0 kJ/mol

***

(2)
# BCdH10O7P

BCdH10O7P as an isolated structure at a distorted geometry (wB97M-V/def2-TZVPD, OMol25).

Geometry (Å):
Cd: -0.106 -0.047 -0.165
P: -1.278 2.226 -0.065
O: -2.495 2.401 0.814
O: -0.345 1.630 0.998
O: -1.140 3.742 -0.454
O: -1.167 1.153 -1.174
B: 2.147 0.507 -0.508
H: 1.371 0.826 -1.186
H: 2.886 1.286 -0.402
H: 1.799 0.286 0.490
H: 2.566 -0.387 -0.943
O: 0.222 -1.687 -1.339
H: -0.400 -2.330 -1.677
H: 1.071 -2.128 -1.381
O: 0.347 -1.038 1.689
H: 0.099 -1.754 2.275
H: 1.155 -0.689 2.065
O: -1.957 -1.135 0.143
H: -2.814 -0.804 0.412
H: -1.962 -2.056 0.406

Values from the calculation:
Net charge   -2
HOMO-LUMO gap   2.33 eV
Largest force on an atom   6.6 eV/A
LUMO   4.47 eV
ΔE to the lowest compared entry with this formula, charge and spin   400.5 kJ/mol

***

(3)
# C3H6N2O2S

The molecule C3H6N2O2S at a distorted geometry (wB97M-V/def2-TZVPD, OMol25).

Geometry (Å):
C: 1.641 -2.751 1.209
N: 1.018 -1.822 0.324
O: -0.321 -2.249 0.233
C: 1.218 -0.455 0.566
N: 0.622 0.581 0.103
O: -0.449 0.309 -0.794
C: -1.227 1.379 -1.083
S: -1.256 2.825 -0.345
H: 1.165 -2.755 2.165
H: 1.480 -3.747 0.837
H: 2.711 -2.576 1.243
H: -0.621 -1.783 -0.590
H: 2.118 -0.216 1.138
H: -1.868 1.052 -1.920

Values from the calculation:
SMILES string   CN(O)/C=N\OC=S
Net charge   0
HOMO-LUMO gap   9.10 eV
Largest force on an atom   1.9 eV/A
LUMO   0.27 eV
ΔE to the lowest compared entry with this formula, charge and spin   524.4 kJ/mol

***

> The lowest net charge belongs to which entry?

BCdH10O7P